{
  "formula": "C20H22Cl2N4S2",
  "method": "ωB97M-V/def2-TZVPD",
  "smiles": "S=C(Nc1ccccc1Cl)N[C@H]1CC[C@H](NC(=S)Nc2ccccc2Cl)CC1",
  "de_lowest_kj_mol": 7.7,
  "lumo_energy_ev": 0.469,
  "largest_force_ev_per_a": 0.7,
  "orbital_gap_ev": 8.58,
  "species": ["S", "C", "N", "H", "C", "C", "H", "C", "H", "H", "C", "N", "C", "S", "N", "C", "C", "C", "C", "C", "C", "Cl", "H", "H", "H", "H", "H", "H", "H", "C", "C", "H", "H", "H", "H", "H", "H", "N", "C", "C", "C", "C", "C", "C", "Cl", "H", "H", "H", "H", "H"],
  "positions_angstrom": [[-1.66530, -2.87592, 1.32939], [-1.47983, -1.69145, 0.19057], [-0.51503, -1.67169, -0.74717], [-0.70118, -1.09862, -1.55755], [0.50952, -2.68595, -0.95391], [1.39967, -2.89607, 0.28357], [1.73323, -3.93296, 0.30348], [2.60829, -1.95868, 0.29144], [3.43841, -2.38301, -0.27617], [2.95278, -1.81007, 1.31420], [2.19055, -0.63280, -0.34129], [3.14097, 0.42007, -0.05252], [2.87421, 1.72946, 0.16273], [3.99769, 2.87057, -0.25717], [1.69382, 2.15538, 0.69810], [0.77970, 1.54931, 1.55149], [1.07938, 0.42482, 2.32059], [0.11714, -0.16633, 3.11629], [-1.15896, 0.36588, 3.18431], [-1.45685, 1.52341, 2.48552], [-0.49463, 2.11307, 1.68763], [-0.87010, 3.59303, 0.85675], [-2.43465, 1.97388, 2.55547], [-1.91418, -0.10760, 3.79046], [0.36525, -1.04680, 3.68782], [2.08325, 0.03336, 2.29775], [1.55202, 3.15419, 0.58473], [4.06427, 0.28003, -0.44427], [1.23282, -0.33667, 0.08651], [2.02720, -0.86175, -1.85372], [1.37168, -2.22765, -2.13159], [2.13862, -2.98462, -2.29389], [0.77115, -2.17435, -3.04186], [3.01044, -0.83032, -2.32797], [1.43933, -0.05060, -2.28813], [0.79781, -2.73067, 1.17509], [0.01761, -3.63928, -1.19410], [-2.38426, -0.66909, 0.20802], [-2.52542, 0.47613, -0.55903], [-1.47821, 1.13175, -1.20814], [-1.70565, 2.27064, -1.95974], [-2.97718, 2.80328, -2.06477], [-4.02537, 2.20082, -1.38880], [-3.80058, 1.05650, -0.64978], [-5.13033, 0.32529, 0.19768], [-5.01942, 2.61716, -1.43429], [-3.15315, 3.69267, -2.64818], [-0.87344, 2.75347, -2.44878], [-0.46467, 0.79110, -1.07902], [-3.15837, -0.84231, 0.84226]],
  "forces_ev_per_angstrom": [[-0.174, -0.534, 0.335], [0.011, -0.081, 0.043], [-0.378, 0.378, -0.243], [0.009, 0.082, 0.057], [0.082, -0.630, 0.017], [0.129, 0.121, -0.029], [-0.077, -0.069, 0.020], [-0.289, 0.151, 0.071], [0.141, 0.019, -0.036], [0.071, 0.029, 0.006], [0.011, -0.154, 0.016], [-0.088, 0.000, 0.161], [0.443, 0.017, -0.212], [0.373, 0.411, -0.132], [-0.276, 0.233, -0.198], [-0.359, -0.276, 0.290], [-0.011, 0.133, 0.009], [0.000, 0.021, -0.014], [-0.038, 0.093, 0.031], [0.069, -0.050, 0.109], [0.136, -0.039, -0.034], [0.025, 0.093, 0.172], [-0.099, 0.071, -0.023], [-0.090, -0.052, 0.055], [0.028, -0.100, 0.039], [0.111, -0.070, -0.043], [0.228, -0.222, -0.036], [-0.085, 0.185, 0.092], [0.175, -0.070, -0.116], [-0.113, 0.033, 0.187], [-0.169, 0.056, 0.055], [-0.035, -0.054, -0.030], [0.022, -0.080, -0.058], [0.017, 0.066, -0.008], [0.028, 0.065, -0.032], [0.110, -0.087, -0.049], [0.062, 0.170, 0.034], [-0.334, 0.040, 0.161], [-0.036, 0.317, -0.351], [-0.068, -0.086, -0.047], [-0.113, -0.062, -0.136], [0.035, -0.013, -0.013], [0.073, 0.007, 0.024], [0.098, -0.022, -0.037], [-0.062, 0.014, 0.006], [-0.104, -0.010, 0.017], [-0.026, 0.092, -0.055], [0.091, 0.044, -0.019], [0.132, -0.053, 0.041], [0.317, -0.126, -0.097]]
}

=====

{
  "formula": "C14H23N2PSeV",
  "method": "ωB97M-V/def2-TZVPD",
  "lumo_energy_ev": [-8.398, -8.117],
  "spin_multiplicity": 2,
  "total_charge": 2,
  "largest_force_ev_per_a": 2.7,
  "orbital_gap_ev": [6.72, 6.98],
  "species": ["C", "C", "C", "C", "C", "C", "C", "C", "N", "V", "C", "P", "H", "H", "H", "H", "H", "H", "H", "H", "C", "C", "H", "C", "C", "H", "H", "H", "H", "H", "H", "H", "H", "H", "H", "H", "H", "H", "H", "Se", "C", "N"],
  "positions_angstrom": [[-2.81316, 0.20100, -2.74473], [-2.62449, -1.02023, -2.09499], [-1.89303, -1.08444, -0.89766], [-1.40858, 0.10556, -0.34378], [-1.57276, 1.33469, -1.00630], [-2.30462, 1.38663, -2.19792], [-1.69135, -2.39979, -0.17808], [-0.25117, -2.91572, 0.01442], [0.78578, -1.85995, 0.23874], [0.05178, -0.16907, 1.20415], [-0.87481, 2.54394, -0.43062], [0.68837, 1.89639, 0.33380], [-3.03822, -1.94639, -2.51740], [-2.44952, 2.35322, -2.69733], [-3.36192, 0.23686, -3.68631], [-1.44298, 3.01826, 0.38386], [-0.61607, 3.31905, -1.16593], [-2.18461, -2.37848, 0.80864], [-2.21364, -3.18770, -0.73482], [-0.22304, -3.60228, 0.87429], [1.46096, 3.25269, 1.24282], [1.69753, 1.94969, -1.19922], [0.07529, -3.49976, -0.86328], [1.34989, -1.42285, -1.06051], [1.89496, -2.42256, 1.04364], [-0.20567, 1.42197, 1.69720], [1.82810, -2.29054, -1.53838], [0.56739, -1.03538, -1.72065], [2.11129, -0.65472, -0.88871], [2.44144, -3.14729, 0.42557], [2.58467, -1.62642, 1.34855], [1.51063, -2.90815, 1.94900], [1.70253, 2.99904, -1.53136], [2.72909, 1.62736, -1.01018], [1.27559, 1.33686, -2.00669], [1.58374, 4.10025, 0.55690], [0.83362, 3.52968, 2.09784], [2.44013, 2.90690, 1.60127], [1.15450, 0.45114, 2.94796], [-0.06165, -0.08036, 6.11634], [0.10692, -0.16346, 4.42762], [0.35712, -0.15562, 3.20226]],
  "forces_ev_per_angstrom": [[-0.027, 0.190, 0.202], [0.225, -0.232, 0.136], [-0.448, 0.033, -0.081], [1.398, -0.023, 0.903], [-0.215, 0.039, -0.191], [0.206, -0.024, 0.152], [-0.280, -0.474, 0.120], [0.013, -0.354, -0.260], [0.123, -0.135, -0.130], [-2.310, 0.253, -1.306], [0.191, 0.004, 0.831], [-0.403, 1.511, -2.124], [0.202, 0.486, 0.135], [0.052, -0.512, 0.128], [0.118, -0.029, 0.284], [-0.106, -0.078, -0.296], [-0.122, -0.302, 0.163], [0.094, 0.177, -0.278], [0.038, 0.145, 0.174], [-0.077, 0.281, -0.301], [-0.046, -0.324, 0.469], [0.499, -0.481, -0.149], [-0.109, 0.207, 0.247], [0.275, -0.105, -0.518], [0.227, -0.127, 0.263], [-0.137, -0.304, -0.056], [-0.067, 0.219, 0.022], [0.187, -0.104, 0.220], [-0.123, -0.197, -0.108], [-0.006, 0.058, 0.314], [0.043, -0.110, -0.150], [0.082, 0.091, -0.280], [0.054, -0.319, 0.167], [-0.148, 0.135, -0.128], [0.030, 0.141, 0.303], [0.032, -0.208, 0.265], [0.209, 0.090, -0.143], [-0.125, 0.328, -0.047], [0.234, 0.016, 0.914], [-0.064, -0.256, -1.856], [0.251, 0.268, 1.994], [0.029, 0.025, -0.002]]
}

=====

{
  "formula": "C24H38CuN7O2",
  "method": "ωB97M-V/def2-TZVPD",
  "de_lowest_kj_mol": 0.0,
  "lumo_energy_ev": [2.356, 2.346],
  "spin_multiplicity": 2,
  "total_charge": -1,
  "largest_force_ev_per_a": 0.9,
  "orbital_gap_ev": [1.80, 6.25],
  "species": ["Cu", "N", "C", "C", "N", "C", "C", "N", "H", "H", "H", "H", "H", "H", "H", "H", "H", "H", "H", "H", "H", "C", "H", "H", "O", "C", "N", "C", "C", "O", "N", "C", "C", "C", "C", "C", "C", "C", "C", "C", "C", "C", "C", "H", "H", "H", "H", "H", "H", "H", "H", "H", "H", "H", "C", "C", "C", "C", "N", "N", "H", "H", "H", "H", "H", "H", "H", "H", "H", "H", "H", "H"],
  "positions_angstrom": [[0.67980, 0.45650, -0.58330], [0.41540, 2.60720, 0.16860], [-0.92350, 3.12550, -0.02550], [-1.88810, 1.94280, 0.12670], [-1.49490, 0.87790, -0.76250], [-1.87750, 0.97090, -2.15840], [-0.72780, 1.49700, -3.03220], [0.46060, 0.75110, -2.67910], [1.14590, 3.24760, -0.10930], [0.55670, 2.31620, 1.12620], [-1.19840, 3.92690, 0.68220], [-0.99320, 3.54290, -1.03090], [-1.79930, 1.57210, 1.15190], [-2.92020, 2.28320, -0.05520], [-1.72400, -0.03150, -0.39200], [-2.09530, -0.03790, -2.51000], [-2.77360, 1.59540, -2.29520], [-1.01190, 1.39320, -4.09390], [-0.53560, 2.55690, -2.84190], [0.27860, -0.24430, -2.78840], [1.27360, 1.01330, -3.22280], [1.60450, -1.18390, 0.13780], [1.04050, -1.66150, 0.96000], [2.63860, -1.09560, 0.49740], [3.85150, -2.95630, -0.58940], [2.78720, -2.95220, -1.19590], [2.51290, -3.68100, -2.33100], [1.07800, -3.69520, -2.62160], [0.62370, -2.54140, -1.72710], [-0.45230, -1.92300, -1.79080], [1.67440, -2.19880, -0.92340], [0.50940, -5.04710, -2.22900], [0.99560, -6.18110, -2.91950], [0.69620, -7.45310, -2.48910], [-0.10320, -7.64910, -1.36700], [-0.59740, -6.52830, -0.68030], [-0.27460, -5.25430, -1.09540], [0.79580, -3.36000, -4.06280], [1.65850, -2.58200, -4.84100], [1.31950, -2.22890, -6.12770], [0.08960, -2.62210, -6.67420], [-0.78600, -3.37290, -5.89270], [-0.44870, -3.72790, -4.60890], [3.05120, -4.51800, -2.48860], [1.59390, -6.03100, -3.81010], [1.08520, -8.31010, -3.03100], [-0.34290, -8.64800, -1.02450], [-1.23170, -6.66920, 0.18820], [-0.65700, -4.39900, -0.55410], [2.60820, -2.27530, -4.42160], [2.00860, -1.64830, -6.73250], [-0.17210, -2.34950, -7.68860], [-1.74050, -3.67830, -6.30700], [-1.12850, -4.30910, -4.00310], [0.83770, -1.42060, 4.73820], [-0.68350, -1.44190, 4.56850], [-1.35330, -0.58930, 5.66920], [-1.18640, -2.88800, 4.64720], [-1.03170, -0.97240, 3.23180], [-0.57250, 0.31640, 2.83080], [1.11340, -1.85130, 5.69820], [1.22640, -0.40420, 4.69870], [1.30010, -1.99370, 3.93970], [-1.23100, -1.05550, 6.64390], [-2.41960, -0.49120, 5.46410], [-0.91980, 0.41110, 5.70960], [-0.90960, -3.34150, 5.59700], [-0.74970, -3.46250, 3.83390], [-2.27070, -2.92200, 4.55140], [-2.04240, -0.99670, 3.11910], [0.24210, 0.16990, 2.23310], [-0.28700, 0.87370, 3.63370]],
  "forces_ev_per_angstrom": [[0.521, -0.241, 0.479], [0.412, 0.150, 0.039], [-0.348, -0.009, 0.150], [0.011, 0.401, -0.107], [-0.478, -0.424, 0.216], [0.143, 0.154, -0.324], [-0.302, 0.153, -0.098], [0.394, -0.061, -0.299], [-0.008, 0.009, 0.119], [0.128, 0.114, 0.060], [0.008, -0.157, -0.116], [-0.013, 0.015, 0.005], [-0.120, 0.013, -0.100], [0.020, 0.015, 0.063], [-0.043, -0.119, 0.030], [-0.082, -0.014, 0.021], [0.047, -0.052, -0.003], [0.003, 0.024, 0.213], [-0.070, 0.001, -0.041], [0.108, -0.148, -0.208], [-0.112, -0.098, -0.080], [0.007, 0.232, 0.268], [0.082, 0.117, -0.051], [-0.238, 0.060, -0.088], [-0.299, 0.034, 0.024], [0.810, -0.322, -0.241], [0.219, 0.259, 0.076], [-0.136, 0.018, -0.252], [-0.278, -0.203, 0.054], [0.094, -0.403, 0.005], [-0.111, 0.466, 0.292], [-0.409, -0.054, 0.145], [0.295, 0.442, -0.132], [-0.240, -0.437, 0.306], [0.056, -0.087, -0.156], [-0.100, -0.226, 0.207], [0.028, 0.203, -0.160], [-0.099, -0.477, -0.146], [0.177, 0.188, 0.202], [-0.293, 0.135, -0.337], [0.287, 0.047, -0.177], [-0.124, 0.087, -0.183], [-0.012, 0.199, 0.198], [-0.040, -0.002, 0.131], [0.041, 0.013, -0.099], [-0.015, 0.015, 0.015], [0.041, -0.028, -0.001], [-0.026, 0.034, -0.025], [0.011, 0.121, 0.071], [0.065, -0.021, -0.002], [0.024, -0.011, 0.044], [-0.013, 0.036, -0.015], [-0.014, -0.037, 0.029], [-0.067, -0.046, 0.063], [-0.306, 0.009, -0.106], [0.094, 0.008, 0.339], [0.157, -0.172, -0.307], [0.129, 0.323, -0.061], [-0.246, -0.010, -0.395], [0.154, -0.139, 0.121], [0.032, -0.048, 0.094], [0.060, 0.046, 0.015], [0.115, -0.078, -0.090], [0.053, 0.012, 0.161], [-0.081, -0.019, 0.033], [-0.003, 0.057, 0.048], [-0.009, -0.028, 0.095], [0.015, -0.074, -0.038], [-0.137, -0.031, -0.011], [0.191, 0.091, 0.049], [-0.082, 0.011, 0.009], [-0.077, -0.037, -0.038]]
}

=====

{
  "formula": "C5H12NO2",
  "method": "ωB97M-V/def2-TZVPD",
  "smiles": "CN[C@H](C[O-])CCO",
  "de_lowest_kj_mol": 469.6,
  "lumo_energy_ev": 3.317,
  "total_charge": -1,
  "largest_force_ev_per_a": 4.6,
  "orbital_gap_ev": 5.45,
  "species": ["C", "N", "C", "C", "C", "O", "C", "O", "H", "H", "H", "H", "H", "H", "H", "H", "H", "H", "H", "H"],
  "positions_angstrom": [[1.81330, -1.43695, -1.28598], [0.33481, -1.22431, -0.86856], [0.20659, -0.15395, 0.14861], [-1.22881, 0.44423, 0.13231], [-1.12993, 1.84849, -0.55637], [-2.44642, 2.30889, -0.47451], [0.68074, -0.81667, 1.57052], [1.90957, -1.09615, 1.56115], [1.89447, -2.35665, -1.88750], [2.18782, -0.65084, -2.05704], [2.49936, -1.54087, -0.31043], [-0.02824, -2.12294, -0.56723], [0.92093, 0.64521, -0.03278], [-2.03750, -0.15520, -0.26766], [-1.46622, 0.50879, 1.32608], [-0.59698, 2.65075, 0.02444], [-0.61705, 1.90157, -1.56418], [-3.09068, 2.25972, -1.19707], [0.36292, -0.01799, 2.31756], [-0.12898, -1.56424, 1.54807]],
  "forces_ev_per_angstrom": [[0.249, 0.226, 0.806], [2.454, 0.856, -1.796], [-0.768, -1.729, 0.543], [2.566, 0.827, 2.772], [-0.071, -0.487, 0.789], [-2.406, 1.972, -0.363], [-2.775, 3.269, -1.688], [2.887, -1.504, 0.651], [-0.289, -0.059, 0.332], [-0.786, -0.730, 1.623], [-1.474, 0.550, -2.190], [0.129, 0.261, 0.531], [0.258, -0.003, -0.408], [0.182, -0.140, -0.536], [0.164, 0.515, -2.712], [0.056, -1.262, -0.080], [-0.924, -0.633, 0.729], [1.109, -0.443, -0.091], [-0.203, -0.222, 0.248], [-0.359, -1.266, 0.841]]
}